[1]
{
  "formula": "C2H5NOS",
  "method": "the ωB97M-V functional and the def2-TZVPD basis",
  "symbols": ["H", "H", "C", "O", "H", "N", "C", "H", "S", "H"],
  "xyz": [[1.58359, 1.24266, -0.63660], [3.08060, 0.27281, -0.08666], [1.86746, 0.40823, 0.09853], [-2.97767, 0.13221, -0.24522], [1.71833, 1.02892, 0.98215], [-0.80604, -0.39529, -0.28557], [-1.99626, -0.56659, 0.29999], [-0.88537, 0.00809, -1.29273], [0.68713, -1.04563, -0.18565], [-2.27178, -1.08540, 1.35175]],
  "nbo_charge": [0.22, 0.26, -0.79, -0.63, 0.22, -0.80, 0.48, 0.43, 0.42, 0.19],
  "lumo_ev": 0.72,
  "smiles": "CSNC=O",
  "total_charge": 0,
  "homo_ev": -9.29,
  "orbital_gap_ev": 10.01,
  "energy_ev": -16525.62470
}

***

[2]
{
  "formula": "C22H24F8N2O6",
  "method": "the ωB97M-V functional and the def2-TZVPD basis",
  "symbols": ["O", "C", "F", "C", "C", "C", "H", "C", "H", "O", "H", "H", "H", "H", "C", "C", "F", "C", "F", "C", "N", "H", "F", "O", "H", "H", "H", "C", "H", "H", "H", "F", "C", "F", "H", "C", "C", "H", "C", "O", "H", "C", "H", "H", "H", "H", "F", "N", "C", "H", "H", "C", "O", "H", "F", "C", "C", "H", "O", "C", "C", "C"],
  "xyz": [[-1.18725, -1.36165, -0.27500], [4.23442, 3.39578, 0.57509], [1.60089, -2.75480, 0.60302], [4.26122, 2.06692, -1.58873], [-0.03201, 1.88376, 1.78580], [0.61799, -0.63780, 2.69432], [5.31701, 3.27901, 0.63734], [3.79182, 3.34713, -0.89369], [-1.30129, 0.69515, -1.04252], [4.19256, 1.25323, 1.66228], [-3.26730, -3.35028, 2.80455], [-4.20738, -2.40403, -0.69471], [-4.30519, 0.91182, 0.25074], [-2.92364, -3.33642, -1.47665], [-2.89445, -3.48564, 0.67497], [-2.20858, 0.68216, -1.66136], [3.50024, -3.37655, -1.39023], [-1.03426, 0.96594, 2.02041], [-5.12290, 2.63744, -0.35121], [3.00365, -2.12787, -1.19263], [2.27636, 2.48731, 1.62210], [4.82516, -1.94369, -0.04419], [0.82581, -3.06264, -1.39193], [2.39053, 0.75350, -0.79380], [4.20882, 4.20774, -1.41936], [2.70294, 3.40007, -0.96048], [-4.56566, -2.68895, 1.79007], [-0.71186, -0.32325, 2.42963], [-0.29659, 2.86715, 1.42531], [2.64510, 0.03423, 2.68875], [3.42606, -1.07173, 0.66548], [-2.41927, 2.68963, -0.41220], [-2.90222, -1.37821, 2.00118], [-5.19513, 0.83483, -1.54504], [3.95816, 4.35630, 1.01350], [3.94761, -1.33226, -0.26207], [1.56611, -2.22607, -0.64128], [4.02095, 2.12172, -2.65322], [1.30426, 1.54629, 1.97991], [-2.90233, -0.53210, -1.45634], [-2.06119, 1.24248, 1.85798], [1.61884, 0.28856, 2.48440], [-1.93674, 0.75827, -2.71936], [5.33646, 1.92962, -1.47957], [1.88914, 3.35780, 1.28308], [-3.33739, -4.47915, 0.59511], [2.95411, -1.56280, -2.42305], [-1.66430, -1.34443, 2.54633], [3.58834, 2.25961, 1.35325], [1.08071, -1.24140, -0.60071], [-1.81432, -3.59973, 0.78896], [-3.08244, 1.89224, -1.29261], [4.43539, -0.15964, -0.87268], [0.87688, -1.62678, 3.04317], [-3.27894, 2.67223, -2.38436], [-3.16402, -2.70879, -0.61453], [3.56667, 0.84554, -1.03880], [-1.26655, -2.23428, 2.81672], [-3.50170, -0.40410, 1.57963], [-2.29420, -1.48392, -0.72703], [-4.44125, 1.51540, -0.65915], [-3.48411, -2.77611, 1.90278]],
  "nbo_charge": [-0.63, -0.50, -0.34, -0.51, -0.24, -0.21, 0.23, -0.38, 0.24, -0.62, 0.22, 0.24, 0.20, 0.25, -0.38, -0.15, -0.33, -0.23, -0.33, 0.60, -0.62, 0.23, -0.33, -0.63, 0.22, 0.21, 0.23, 0.14, 0.21, 0.25, 0.23, -0.33, 0.71, -0.33, 0.22, -0.14, 0.51, 0.25, 0.22, -0.51, 0.25, -0.26, 0.22, 0.23, 0.39, 0.22, -0.32, -0.59, 0.69, 0.19, 0.22, 0.60, -0.49, 0.21, -0.33, -0.52, 0.83, 0.40, -0.66, 0.84, 0.49, -0.49],
  "lumo_ev": 0.57,
  "smiles": "O=C(CCCC(=O)OCC(F)(F)C(F)F)Nc1ccc(NC(=O)CCCC(=O)OCC(F)(F)C(F)F)cc1",
  "total_charge": 0,
  "homo_ev": -8.14,
  "orbital_gap_ev": 8.72,
  "energy_ev": -60211.45653
}

***

[3]
{
  "formula": "C4H4O",
  "method": "the ωB97M-V functional and the def2-TZVPD basis",
  "symbols": ["C", "C", "H", "C", "H", "O", "H", "C", "H"],
  "xyz": [[-1.03474, 0.33281, -0.10283], [0.45423, 0.47608, -0.22267], [0.70817, 1.27897, -0.93444], [-1.42031, -0.32093, -1.40003], [-1.51134, -0.12268, 1.36270], [-2.37439, -0.45062, -2.04823], [0.09366, -1.75875, -0.68711], [-0.10267, -0.64959, -0.96573], [1.26582, 0.43623, 0.60505]],
  "nbo_charge": [-0.01, -0.47, 0.24, 0.38, -0.02, -0.35, 0.22, -0.26, 0.27],
  "lumo_ev": [1.01, -3.21],
  "multiplicity": 3,
  "total_charge": 0,
  "homo_ev": [-5.80, -10.33],
  "orbital_gap_ev": [6.81, 7.12],
  "energy_ev": -6251.04591
}

***

[4]
{
  "formula": "C9H21ClO3Si",
  "method": "the ωB97M-V functional and the def2-TZVPD basis",
  "symbols": ["H", "C", "H", "C", "H", "O", "C", "H", "C", "C", "H", "H", "Si", "H", "O", "H", "H", "H", "H", "H", "C", "Cl", "H", "H", "H", "H", "H", "C", "H", "H", "O", "C", "H", "C", "H"],
  "xyz": [[1.04286, -1.93397, -0.69464], [0.05951, -2.68959, 1.75887], [-1.44214, 1.30553, -4.53333], [-0.62094, 1.12824, -3.85127], [-0.79336, -3.72629, 0.08899], [-1.74518, 0.35144, 0.36888], [-1.04101, 1.24199, -2.38349], [-0.50767, -1.93172, -1.63535], [2.11365, 1.04456, 0.66868], [-1.49063, 1.21511, 2.59245], [3.53969, -0.38838, 1.27224], [-2.07507, 1.91990, 3.17688], [-0.21439, -0.00041, -0.17585], [0.18902, 1.83897, -4.00373], [0.06634, 0.94895, -1.57264], [4.33018, 0.81734, 0.19795], [1.80222, 1.52473, -0.25158], [-0.47712, -3.41746, 2.43842], [3.31629, -0.49076, -0.48696], [-2.97940, 1.87374, 0.93602], [3.39338, 0.22213, 0.37790], [1.71087, -3.18777, 1.43349], [-0.49912, 1.57573, 2.79228], [-0.34800, 0.14324, -4.20546], [-1.24222, 2.28299, -2.13138], [-1.95747, 0.69903, -2.02201], [-1.70478, -2.36086, 0.63052], [-0.67082, -2.67569, 0.44103], [-1.39996, 2.36815, 0.52068], [-1.69713, 0.23660, 2.97491], [1.01696, 0.27387, 0.97343], [-0.04919, -1.83674, -0.67175], [2.28867, 1.78082, 1.48281], [-1.92535, 1.54931, 1.12336], [0.01130, -1.70271, 2.36963]],
  "nbo_charge": [0.25, -0.40, 0.21, -0.63, 0.21, -0.93, -0.06, 0.24, -0.06, -0.64, 0.21, 0.21, 2.34, 0.22, -0.92, 0.22, 0.18, 0.22, 0.21, 0.19, -0.64, -0.05, 0.23, 0.21, 0.17, 0.18, 0.22, -0.43, 0.17, 0.22, -0.92, -0.93, 0.17, -0.07, 0.23],
  "lumo_ev": 0.88,
  "smiles": "CCO[Si](CCCCl)(OCC)OCC",
  "total_charge": 0,
  "homo_ev": -9.67,
  "orbital_gap_ev": 10.55,
  "energy_ev": -36218.55642
}

***

[5]
{
  "formula": "C9H29BHfN3OPS",
  "method": "the ωB97M-V functional and the def2-TZVPD basis",
  "symbols": ["C", "H", "N", "H", "C", "H", "H", "H", "H", "C", "H", "C", "H", "C", "H", "H", "N", "H", "H", "H", "S", "H", "H", "N", "H", "H", "H", "Hf", "C", "C", "H", "B", "H", "C", "P", "O", "H", "H", "H", "C", "H", "H", "H", "H", "H", "H"],
  "xyz": [[-0.05282, 0.83307, 2.47444], [-2.03587, -0.79107, 1.51615], [-1.33384, 0.65504, 2.90917], [1.07532, -2.95262, 4.59167], [-3.44941, -0.53315, 3.16017], [-1.60123, -0.42725, -3.88124], [-1.49266, -1.43453, 3.09680], [-0.08458, 0.13232, -5.50433], [2.27832, -2.40310, 3.40398], [0.63312, 0.72974, -4.92295], [-4.06345, 0.22866, 2.64151], [-2.03413, -0.62610, 2.60182], [3.21017, 2.43310, -0.87529], [-1.22305, 0.00282, -2.94024], [1.10163, -1.99009, -2.31159], [-0.16736, -0.83393, 4.42314], [2.74001, 1.78740, -1.52603], [0.61671, -2.75287, 2.87585], [0.37654, 1.78971, -4.99527], [2.46562, -1.24902, -3.15459], [0.35674, 2.30212, 1.58177], [1.64204, 0.58732, -5.33087], [-3.76392, 2.27385, -1.34224], [0.89222, -0.05343, 2.79547], [3.37382, 0.99813, -1.84635], [-1.44595, -0.66200, -2.09502], [-3.43439, -0.29359, 4.24160], [0.52823, 1.01889, -0.54716], [1.36018, -0.82922, -0.05922], [0.83675, -0.90323, 4.01252], [0.55160, 2.58167, -1.74676], [1.59003, 2.14180, -2.38840], [-3.94106, -1.51183, 3.03339], [1.21915, -2.32884, 3.69584], [0.60456, 0.26917, -3.14874], [1.88583, -1.87078, 0.22532], [1.84441, 0.12918, 2.43988], [-1.91109, 1.47535, 2.71280], [1.11393, -1.94707, -4.10895], [1.37841, -1.39244, -3.19041], [-4.35296, 2.22429, -1.78392], [-0.55431, -0.31102, -0.04982], [1.53148, -0.49011, 4.75315], [-1.72011, 0.96886, -2.76142], [1.76802, 2.89748, -3.30290], [1.68736, 0.12734, 0.62728]],
  "nbo_charge": [0.40, 0.19, -0.55, 0.28, -0.64, 0.33, 0.22, 0.29, 0.23, -0.87, 0.23, -0.21, 0.47, -0.93, 0.26, 0.24, -1.04, 0.21, 0.28, 0.27, 0.06, 0.29, -0.07, -0.52, 0.45, 0.27, 0.25, 1.37, 0.22, -0.23, -0.06, 0.04, 0.26, -0.64, 0.99, -0.26, 0.42, 0.43, 0.31, -0.92, 0.07, -0.18, 0.26, 0.28, 0.10, 0.14],
  "lumo_ev": [-12.45, -14.54],
  "multiplicity": 2,
  "total_charge": 3,
  "homo_ev": [-19.89, -19.85],
  "orbital_gap_ev": [7.44, 5.31],
  "energy_ev": -38395.80583
}